Entry 1:
# C2H3AgFO2

A molecular structure, C2H3AgFO2 in a non-equilibrium geometry (the ωB97M-V functional and the def2-TZVPD basis, the OMol25 dataset).

Output
Charge   +2
2S+1   2
Kohn-Sham gap (alpha / beta)   9.518 / 6.294 eV
<S²>   0.7590
Calculated total energy   -12907.8108 eV
ΔE to the lowest compared entry with this formula, charge and spin   100.8 kJ/mol
E_HOMO (alpha / beta)   -22.493 / -22.269 eV

Last column: natural (NBO) charge in e.
Atoms and positions in Å:
Ag (-1.030, 1.980, -1.390)  1.22
F (-0.963, -1.644, 1.162)  -0.48
O (0.753, 1.744, -0.081)  -0.24
O (-0.943, -0.119, -0.616)  -0.62
C (1.065, 0.633, 0.303)  0.42
C (0.204, -0.530, -0.213)  0.44
H (0.665, -1.455, -0.586)  0.31
H (-1.690, -1.052, 0.477)  0.61
H (1.938, 0.443, 0.944)  0.33

Atoms 1-6, force components in eV/Å:
-0.617 0.625 -0.560
-2.421 2.901 -2.981
1.074 -1.662 0.782
3.360 -0.847 0.745
0.187 2.059 0.261
-4.633 0.146 -2.368

Entry 2:
# C5H9NO

2 unconnected molecules or ions with the total composition C5H9NO in a non-equilibrium geometry (the ωB97M-V functional and the def2-TZVPD basis, the OMol25 dataset).

Output
2S+1   1
Kohn-Sham gap (alpha / beta)   9.054 / 7.922 eV
Calculated total energy   -8863.2333 eV
ΔE to the lowest compared entry with this formula, charge and spin   576.9 kJ/mol
E_HOMO (alpha / beta)   -8.565 / -7.788 eV

Last column: natural (NBO) charge in e.
Atoms and positions in Å:
O (2.231, 1.444, -0.211)  -0.45
N (-0.271, 0.417, 1.317)  -0.40
C (-0.991, 1.133, -1.055)  -0.62
C (-0.648, -0.878, 0.652)  -0.13
C (0.397, -1.660, -0.080)  -0.63
C (-1.210, 0.444, 0.278)  -0.14
C (1.990, 0.853, 0.785)  0.54
H (-2.097, 0.874, 0.628)  0.20
H (0.105, -2.593, -0.628)  0.23
H (-0.424, 2.015, -0.915)  0.22
H (-1.967, 1.368, -1.607)  0.22
H (-0.307, 0.562, -1.705)  0.20
H (1.259, -1.823, 0.693)  0.20
H (2.486, 0.353, 1.529)  0.15
H (-1.327, -1.502, 1.181)  0.19
H (0.774, -1.006, -0.862)  0.21

Atoms 1-6, force components in eV/Å:
0.191 -0.958 2.085
2.883 -0.830 0.788
-0.185 -0.877 -1.365
-0.850 0.625 0.372
1.564 0.208 0.227
0.684 0.647 -2.430